A molecular structure, C34H58IrN2O4Si in a non-equilibrium geometry, computed with ωB97M-V/def2-TZVPD.

Atoms and positions in Å:
O: -0.91407 -2.15941 -2.86200
O: 0.47915 -0.41552 -4.58892
C: -1.39639 -3.40209 -2.35582
C: -2.45986 -3.34041 -1.26388
H: -0.49442 -3.89290 -1.96623
H: -1.77683 -3.98205 -3.21379
H: -2.27386 -2.57802 -0.49326
H: -2.49389 -4.30471 -0.74571
H: -3.45806 -3.17851 -1.69159
C: -1.94058 -1.20212 -3.17044
C: -2.60007 -1.45361 -4.50098
H: -1.41116 -0.24480 -3.17058
H: -2.70146 -1.17317 -2.37644
H: -1.84557 -1.38954 -5.29569
H: -3.37800 -0.69628 -4.66369
H: -3.07343 -2.44276 -4.52586
C: 0.67715 0.98154 -4.75368
C: 1.63919 -1.24404 -4.59564
C: -0.48779 1.54327 -5.54238
H: 1.63097 1.19410 -5.26769
H: 0.71352 1.43784 -3.74755
H: -0.48671 1.15876 -6.57065
H: -0.39204 2.63162 -5.59031
H: -1.44951 1.28458 -5.08407
C: 1.88787 -1.81538 -5.97508
H: 1.40838 -2.04438 -3.88281
H: 2.52639 -0.69497 -4.23767
H: 1.01101 -2.37799 -6.31385
H: 2.75095 -2.48489 -5.94504
H: 2.08827 -1.00984 -6.69053
H: -1.09777 0.25962 1.12363
N: 0.02406 -0.38915 2.84688
C: 0.68618 -0.00820 3.95237
C: 1.49045 1.13001 3.94474
C: 1.40301 2.13842 2.99023
C: 0.55795 -0.83649 5.19215
H: 0.76214 -1.89749 4.99991
H: -0.42935 -0.74006 5.65979
H: 1.29942 -0.47568 5.91147
C: 2.19366 3.40836 3.15205
H: 1.61101 4.19415 3.65219
H: 2.55446 3.79035 2.18838
H: 3.06805 3.20108 3.78279
N: 0.52958 2.01751 1.96364
C: -0.89301 -1.50237 2.88914
C: -0.48370 -2.78812 2.48775
C: 0.92758 -3.10631 2.12445
C: -1.44076 -3.80519 2.42349
H: -1.13557 -4.78992 2.07185
C: -2.74472 -3.57386 2.84830
H: -3.48172 -4.37771 2.82340
C: -3.11352 -2.31935 3.32667
H: -4.11781 -2.11868 3.69304
C: -2.19225 -1.27264 3.38350
C: -2.59791 0.06129 3.92844
C: -0.09368 3.15551 1.38536
C: 0.14890 3.52310 0.04760
C: 1.06578 2.73576 -0.81931
C: -0.44197 4.68714 -0.45170
H: -0.25127 4.96083 -1.48851
C: -1.25424 5.47230 0.35747
H: -1.71374 6.37727 -0.03941
C: -1.49302 5.10067 1.67946
H: -2.13934 5.69175 2.32488
C: -0.94315 3.93668 2.20661
C: -1.27650 3.52369 3.59955
Ir: 0.89188 0.21753 1.11589
H: 0.96662 -3.52172 1.10800
H: 1.34808 -3.86223 2.80695
H: 1.58314 -2.22592 2.16827
H: -1.88164 0.44555 4.66883
H: -3.57225 -0.04054 4.42833
H: -2.72808 0.80212 3.12453
H: 0.74100 2.76910 -1.87105
H: 1.05662 1.66005 -0.51986
H: 2.10690 3.09507 -0.76063
H: -1.63739 2.48854 3.63803
H: -2.08296 4.16266 3.97962
H: -0.42231 3.63079 4.28066
H: 2.10804 1.30602 4.82329
C: 0.62011 -0.74999 -0.50216
Si: 2.54395 -0.67268 -0.16232
H: 0.20511 -1.76545 -0.46996
H: 0.36215 -0.24115 -1.43977
C: 3.04050 -2.41036 -0.77767
C: 3.58366 -0.50438 1.44257
C: 3.39923 0.53089 -1.35842
H: 2.84259 0.62593 -2.30022
H: 4.39664 0.12020 -1.58214
H: 3.53530 1.52791 -0.91728
H: 2.50822 -3.21565 -0.25725
H: 4.12126 -2.54786 -0.61292
H: 2.83111 -2.49657 -1.85349
H: 3.27820 -1.10900 2.30239
H: 3.73156 0.53088 1.77474
H: 4.54802 -0.89612 1.08217
O: -2.78885 2.04343 1.19700
C: -2.72695 1.12434 0.38799
O: -1.95685 0.04205 0.53267
H: -3.31890 1.06797 -0.55720

Summary:
multiplicity	5
charge	+1
energy relative to the best compared isomer or geometry (same formula, charge and spin)	0.000	eV
HOMO-LUMO gap (alpha / beta)	0.2721 / 0.2170	hartree
<S²>	6.0411
E	-58075.114	eV

5 unconnected molecules or ions with the total composition C34H58N2O16S2 in a non-equilibrium geometry, computed with ωB97M-V/def2-TZVPD.

Atoms and positions in Å:
C: 0.66054 -3.37875 5.21292
C: 0.23990 -3.59850 3.89072
C: -0.40503 -3.51132 2.36795
C: 0.75306 -2.88753 1.39007
C: 1.89173 -4.07821 1.10468
C: 3.25976 -3.49554 0.39077
S: 4.62896 -3.20793 1.67908
C: 4.97886 -1.33724 1.59449
S: 5.86484 -0.75924 0.25895
N: 4.44227 -0.48147 2.73356
C: 4.12347 0.92760 2.27653
C: 3.37301 1.69180 3.55401
O: 3.25376 0.79596 4.73027
C: 4.57292 0.29151 5.15535
C: 5.40404 -0.42755 3.90854
O: -0.77837 -4.81541 1.73117
C: -1.68509 -4.58140 0.58498
O: -1.88613 -5.37877 -0.48801
C: -2.35081 -3.09674 0.88205
C: -2.27056 -1.92948 -0.26470
C: -1.89717 -2.78750 2.42416
C: -1.77931 -1.24902 2.97214
C: -3.03906 -0.27118 2.59708
C: -4.49742 -1.00922 2.50109
N: -5.49955 -0.40268 1.49652
O: -4.92529 -2.04407 3.22804
H: 0.99604 -3.15023 6.33550
H: 1.29006 -1.92664 1.85053
H: 0.38074 -2.56156 0.32387
H: 2.22698 -4.55809 2.12575
H: 1.43776 -4.88063 0.35294
H: 3.11594 -2.46586 -0.15529
H: 3.68722 -4.31824 -0.34889
H: 3.43948 0.90599 1.32358
H: 5.14003 1.44295 1.98548
H: 3.95545 2.66691 3.88590
H: 2.25606 1.94846 3.22143
H: 5.26230 1.12342 5.65708
H: 4.35991 -0.56547 5.95698
H: 6.33040 0.21297 3.56433
H: 5.73979 -1.52254 4.16677
H: -3.50359 -3.31623 1.00152
H: -1.60330 -1.05258 0.15922
H: -1.95828 -2.29642 -1.33124
H: -3.36951 -1.47097 -0.34847
H: -2.53727 -3.44440 3.15569
H: -1.75689 -1.31571 4.16378
H: -0.72880 -0.75740 2.68785
H: -3.11428 0.54384 3.45576
H: -2.72495 0.32198 1.61691
H: -5.01292 0.34346 0.92270
H: -6.23228 0.15057 2.03161
C: -6.57527 -4.00460 0.37052
C: -6.69950 -5.23614 -0.50944
O: -7.77055 -5.09011 -1.44983
C: -7.50601 -4.30567 -2.52636
O: -6.45158 -3.73225 -2.75068
O: -8.62388 -4.24066 -3.28833
C: -8.50874 -3.36251 -4.40427
H: -7.53330 -3.77243 0.84670
H: -5.82001 -4.15785 1.14629
H: -6.29123 -3.12524 -0.21538
H: -6.94390 -6.10375 0.11545
H: -5.75963 -5.46448 -1.02360
H: -7.63131 -3.60119 -5.01154
H: -8.46871 -2.32403 -4.05679
H: -9.40056 -3.48453 -5.02569
C: -8.17920 4.10522 -2.52931
C: -8.03088 3.76144 -1.05749
O: -6.67437 3.42463 -0.74242
C: -5.82083 4.47361 -0.61850
O: -6.11337 5.65194 -0.74849
O: -4.58383 3.98542 -0.36167
C: -3.57081 4.98570 -0.30744
H: -7.78245 3.29968 -3.15554
H: -9.22973 4.26986 -2.78431
H: -7.61887 5.00988 -2.78396
H: -8.63712 2.87614 -0.83018
H: -8.38972 4.57125 -0.41305
H: -3.83336 5.78250 0.39385
H: -3.39753 5.39318 -1.30980
H: -2.64634 4.51422 0.03817
C: 11.69680 0.67086 -4.43295
C: 11.26649 0.40881 -3.00025
O: 9.86747 0.66580 -2.82851
C: 9.03055 -0.29794 -3.29219
O: 9.36971 -1.34153 -3.82777
O: 7.75628 0.11436 -3.09044
C: 6.77473 -0.76842 -3.62614
H: 11.40614 1.67921 -4.74478
H: 12.78008 0.56433 -4.53731
H: 11.21557 -0.02614 -5.12564
H: 11.79839 1.09647 -2.33153
H: 11.51660 -0.60862 -2.68065
H: 6.91929 -1.79130 -3.26775
H: 6.80249 -0.73385 -4.72105
H: 5.79103 -0.42369 -3.29465
C: 3.49382 6.78825 -0.80655
C: 2.96442 5.81192 0.22928
O: 1.58309 5.51242 -0.00528
C: 1.33353 4.63410 -1.01053
O: 2.17427 4.09128 -1.71014
O: -0.00848 4.49227 -1.12600
C: -0.40770 3.66772 -2.21709
H: 2.86420 7.68273 -0.85090
H: 4.51897 7.08589 -0.56948
H: 3.48797 6.34663 -1.80763
H: 3.02352 6.27202 1.22316
H: 3.56051 4.89359 0.26390
H: 0.09006 2.69465 -2.18544
H: -0.19990 4.17870 -3.16392
H: -1.48668 3.50463 -2.14231

Summary:
multiplicity	1
charge	0
SMILES string	C#C[C@@]1(CCCSC(=S)N2CCOCC2)OC(=O)[C@H](C)[C@@H]1CCC(N)=O.CCOC(=O)OC.CCOC(=O)OC.CCOC(=O)OC.CCOC(=O)OC
HOMO-LUMO gap	0.2852	hartree
E	-93596.417	eV

A molecular structure, C34H59BGeN6ReS3Sb in a non-equilibrium geometry, computed with ωB97M-V/def2-TZVPD.

Atoms and positions in Å:
Re: 2.00810 -0.79330 -1.71834
C: -2.66350 -3.22810 -2.68304
C: -2.27220 -2.49650 -1.45214
C: -2.95290 -2.62880 -0.26074
C: -2.47120 -1.97790 0.89316
N: -1.47520 -1.12110 0.79666
N: -0.83830 -0.94190 -0.32784
B: 0.25550 0.14310 -0.48034
N: 0.86110 0.81110 0.79236
N: 0.00670 1.23220 1.70246
C: 0.38870 1.97530 2.71646
C: 1.73530 2.38890 2.82486
C: 2.66440 1.92070 1.92946
C: 4.10790 2.25370 2.01826
C: 2.18490 1.07540 0.89306
S: 3.34940 0.42290 -0.18914
C: -0.63840 2.37620 3.75046
C: 0.01200 2.86110 5.04796
C: -1.52480 1.16720 4.05596
C: -1.49110 3.50370 3.15046
N: -0.43130 1.26240 -1.32044
N: -1.61080 1.60920 -0.84414
C: -2.33240 2.53240 -1.43144
C: -1.84180 3.18830 -2.58594
C: -0.63650 2.81420 -3.12704
C: -0.09340 3.41520 -4.36834
C: 0.07880 1.79190 -2.44444
S: 1.58980 1.22510 -2.99104
C: -3.66790 2.88980 -0.83454
C: -3.59820 4.34280 -0.33784
C: -3.98990 1.94400 0.32186
C: -4.76090 2.77860 -1.91044
C: -1.12020 -1.67390 -1.43594
S: -0.03310 -1.67520 -2.77814
C: -3.06870 -2.18540 2.26246
C: -3.91520 -3.45660 2.35456
C: -3.96880 -0.96950 2.54566
C: -1.92900 -2.25960 3.28486
H: -3.49030 -3.90270 -2.48664
H: -1.82290 -3.79640 -3.07624
H: -2.96960 -2.53360 -3.46544
H: -3.82140 -3.26760 -0.20774
H: 2.03280 3.04930 3.62126
H: 4.31400 2.85390 2.89806
H: 4.42810 2.81110 1.13826
H: 4.70890 1.34680 2.06416
H: 0.76300 2.15580 5.39836
H: -0.74700 2.94560 5.82046
H: 0.46170 3.84390 4.92846
H: -0.98890 0.43540 4.65416
H: -1.82690 0.70880 3.12136
H: -2.40540 1.47490 4.60946
H: -0.89160 4.39280 2.96826
H: -2.28240 3.76360 3.84766
H: -1.93830 3.18070 2.21386
H: -2.42450 3.96870 -3.04904
H: -0.75060 4.19260 -4.74464
H: 0.01990 2.65290 -5.14004
H: 0.89000 3.85230 -4.19574
H: -2.82630 4.46850 0.41786
H: -4.55450 4.61240 0.10066
H: -3.40030 5.03540 -1.15164
H: -3.18970 1.95130 1.05646
H: -4.10850 0.92870 -0.04744
H: -4.91300 2.24490 0.80686
H: -4.62300 3.50440 -2.70734
H: -5.72790 2.97290 -1.45254
H: -4.78240 1.77880 -2.33904
H: -4.82830 -3.37970 1.77196
H: -4.20720 -3.60600 3.38986
H: -3.35870 -4.33520 2.03736
H: -4.85310 -0.98480 1.91476
H: -3.43290 -0.04560 2.36186
H: -4.29300 -0.98720 3.58156
H: -1.41840 -3.21730 3.21556
H: -2.32680 -2.16180 4.28986
H: -1.20860 -1.46610 3.10916
C: 5.34470 -2.53440 -3.99384
Sb: 3.84990 -1.00140 -3.78524
C: 5.02050 0.80390 -3.72374
C: 2.96280 -0.93120 -5.74144
H: 5.77280 -2.38530 -4.97774
H: 4.91040 -3.52660 -3.93514
H: 6.11780 -2.41060 -3.24324
H: 5.76990 0.72890 -4.50534
H: 5.51490 0.90430 -2.76084
H: 4.39220 1.67170 -3.90764
H: 3.78100 -0.90880 -6.45424
H: 2.35430 -0.03760 -5.85614
H: 2.35760 -1.81630 -5.91824
C: 4.59450 -4.25930 -0.87544
Ge: 3.38000 -3.45390 0.46496
C: 4.31720 -2.20920 1.69606
C: 2.21990 -4.80110 1.36076
C: 1.69490 -2.26960 -0.26794
H: 5.18480 -5.00210 -0.34314
H: 5.28130 -3.53320 -1.29574
H: 4.06070 -4.77410 -1.66884
H: 4.82730 -2.80480 2.44856
H: 3.62370 -1.54590 2.20466
H: 5.06690 -1.61110 1.18446
H: 2.87090 -5.51620 1.85466
H: 1.60750 -5.34870 0.65176
H: 1.57650 -4.35250 2.11106
H: 1.43230 -1.98230 0.75426
H: 0.99040 -3.05290 -0.57124

Summary:
multiplicity	2
charge	+3
energy relative to the best compared isomer or geometry (same formula, charge and spin)	1.291	eV
HOMO-LUMO gap (alpha / beta)	0.1965 / 0.2153	hartree
<S²>	0.7996
E	-143497.965	eV

A molecular structure, C34H59BiN5OPSi3Te, computed with ωB97M-V/def2-TZVPD.

Atoms and positions in Å:
Bi: 0.44085 -0.61977 -0.91292
C: 0.52986 -0.52110 1.32049
Si: 1.91692 0.66849 1.81362
C: 3.23953 0.54830 0.44224
N: 2.99809 -0.56439 -0.50427
C: 3.34460 -1.88292 0.07157
C: 4.84492 -2.13994 0.16480
C: 5.50713 -1.95533 -1.19902
C: 5.16990 -0.57542 -1.75776
C: 3.66064 -0.38238 -1.81763
C: 2.64879 0.25012 3.46053
C: 2.91188 -1.06916 3.84453
C: 3.54038 -1.35118 5.04791
C: 3.91917 -0.31222 5.88928
C: 3.66320 1.00287 5.52905
C: 3.02983 1.28244 4.32435
C: 1.15246 2.36912 1.86503
C: 0.19124 2.60352 2.86143
C: -0.37811 3.85711 3.02932
C: -0.01257 4.90260 2.18669
C: 0.93582 4.69266 1.19641
C: 1.52128 3.43866 1.04644
H: -0.42702 -0.18316 1.72631
H: 0.72223 -1.53100 1.69498
H: 4.22963 0.47994 0.90381
H: 3.24174 1.47912 -0.13339
H: 2.89377 -2.65303 -0.57231
H: 2.88552 -1.96048 1.05938
H: 4.99997 -3.15081 0.54584
H: 5.29322 -1.45796 0.89336
H: 5.14062 -2.72442 -1.88898
H: 6.58570 -2.08733 -1.12005
H: 5.58082 -0.44333 -2.75938
H: 5.61490 0.19977 -1.12596
H: 3.22634 -1.11605 -2.50804
H: 3.40203 0.60897 -2.19209
H: 2.61528 -1.89899 3.20778
H: 3.73378 -2.37800 5.33233
H: 4.41051 -0.53013 6.82881
H: 3.95391 1.81237 6.18671
H: 2.82913 2.31582 4.05919
H: -0.08297 1.80520 3.54827
H: -1.09338 4.02406 3.82614
H: -0.44968 5.88511 2.31884
H: 1.23994 5.51195 0.55581
H: 2.28284 3.31049 0.28368
O: 0.16450 -0.86011 -4.63621
C: -0.44022 -1.55382 -3.89837
N: -1.08389 -2.24804 -3.15393
C: -3.43576 -4.60878 0.36199
N: -3.41179 -4.54913 -1.17446
C: -2.48841 -5.67481 -1.69003
N: -1.20086 -5.58173 -1.09818
C: -1.29977 -5.62340 0.36166
N: -2.11741 -4.52787 0.87208
C: -1.48802 -3.22479 0.58961
P: -1.19131 -2.83272 -1.25330
C: -2.97309 -3.20528 -1.68870
C: -0.39359 -4.46918 -1.60537
H: -3.90947 -5.55342 0.62543
H: -4.05066 -3.77580 0.69727
H: -4.35440 -4.73039 -1.52290
H: -2.44648 -5.57717 -2.77285
H: -2.97752 -6.60819 -1.41519
H: -0.30123 -5.55764 0.78934
H: -1.74398 -6.57341 0.66025
H: -0.52301 -3.19763 1.10043
H: -2.09989 -2.43074 1.03067
H: -3.08102 -3.20415 -2.76723
H: -3.62884 -2.44331 -1.26488
H: 0.58997 -4.50406 -1.13587
H: -0.26021 -4.56718 -2.67957
C: -0.76894 4.44532 -2.34177
Si: -0.55987 2.90551 -3.35789
C: 1.09717 2.16153 -2.93006
C: -0.70914 3.27054 -5.16409
C: -1.93579 1.62135 -3.06287
Te: -2.25781 0.63454 -1.20425
C: -2.45287 2.32530 0.06501
Si: -4.17245 2.43208 0.86861
C: -4.22317 1.02549 2.09126
C: -5.47667 2.23636 -0.44278
C: -4.28335 4.10300 1.65216
H: -0.04935 5.18675 -2.70506
H: -0.55339 4.27745 -1.28413
H: -1.76373 4.89203 -2.43698
H: 1.89420 2.79702 -3.33050
H: 1.22859 1.16151 -3.35515
H: 1.23616 2.13032 -1.84055
H: 0.06657 3.97910 -5.46938
H: -1.67808 3.71978 -5.39904
H: -0.59501 2.36772 -5.76961
H: -1.78273 0.79788 -3.76828
H: -2.91033 2.05977 -3.30095
H: -2.23369 3.18093 -0.57234
H: -1.67167 2.25996 0.82454
H: -3.84978 0.10483 1.62634
H: -5.23211 0.82332 2.45827
H: -3.59018 1.24167 2.95781
H: -5.30110 1.37089 -1.08769
H: -5.52683 3.12681 -1.07681
H: -6.46153 2.10588 0.01408
H: -3.50229 4.25767 2.39921
H: -5.25052 4.23624 2.14572
H: -4.18865 4.88395 0.89241

Summary:
multiplicity	1
charge	+2
energy relative to the best compared isomer or geometry (same formula, charge and spin)	0.953	eV
HOMO-LUMO gap	0.2491	hartree
E	-91756.575	eV

Among the records above, which one has the highest E?
C34H58IrN2O4Si

E of number 2 (C34H58N2O16S2)?
-93596.417 eV

Which value of multiplicity does entry 1 give?
5